Entry 1:
DFT (the ωB97M-V functional and the def2-TZVPD basis) results for a cluster of 2 separate species, C6H17NO in total.

relative energy (zero: lowest compared OMol25 entry of this formula, charge and spin)	0.746	eV
structure (SMILES)	CCN[C@@H](C)CC.O
gap between HOMO and LUMO	9.582	eV
HOMO level	-0.320	Ha

Geometry (Å):
C -0.565 -1.688 -1.768
C 0.055 -0.316 -1.926
N -0.566 0.707 -1.108
C -1.739 -0.311 2.037
C -1.373 0.929 1.232
C -0.162 0.708 0.303
C 0.949 1.792 0.529
H -0.674 -1.944 -0.720
H 0.132 -2.445 -2.145
H -1.505 -1.756 -2.313
H -0.065 -0.077 -2.974
H 1.136 -0.416 -1.744
H -0.467 1.588 -1.599
H -0.869 -0.662 2.609
H -2.516 -0.076 2.769
H -2.098 -1.087 1.386
H -1.128 1.704 1.955
H -2.269 1.261 0.704
H 0.268 -0.260 0.548
H 0.759 2.674 -0.083
H 0.935 2.137 1.568
H 1.930 1.319 0.435
H 2.224 -1.655 1.145
H 2.541 -0.767 -0.076
O 2.906 -1.473 0.466

Just the Löwdin charges please, in e? Sure, here they are: atom 1 (C): -0.09, atom 2 (C): -0.30, atom 3 (N): -0.05, atom 4 (C): -0.11, atom 5 (C): -0.22, atom 6 (C): -0.39, atom 7 (C): -0.04, atom 8 (H): 0.06, atom 9 (H): 0.08, atom 10 (H): 0.07, atom 11 (H): 0.11, atom 12 (H): 0.10, atom 13 (H): 0.10, atom 14 (H): 0.07, atom 15 (H): 0.07, atom 16 (H): 0.06, atom 17 (H): 0.09, atom 18 (H): 0.11, atom 19 (H): 0.10, atom 20 (H): 0.08, atom 21 (H): 0.07, atom 22 (H): 0.06, atom 23 (H): 0.05, atom 24 (H): -0.01, atom 25 (O): -0.06

---

Entry 2:
DFT (the ωB97M-V functional and the def2-TZVPD basis) results for a cluster of 2 separate species, C5H11N3 in total.

relative energy (zero: lowest compared OMol25 entry of this formula, charge and spin)	2.432	eV
structure (SMILES)	CC(N)=C=N.[H]/N=C\C
gap between HOMO and LUMO	8.423	eV
HOMO level	-0.277	Ha

Geometry (Å):
C -1.368 -0.235 -0.584
C -2.302 0.300 0.468
C 1.977 0.816 0.908
C -0.584 0.586 -1.271
C 1.660 -0.351 0.023
N -1.240 -1.622 -0.666
N -0.325 1.390 -2.170
N 1.397 -1.546 0.388
H 1.920 -0.233 -1.025
H -0.361 -1.897 -1.150
H -1.207 -2.068 0.243
H 0.582 1.857 -2.128
H 1.297 -1.645 1.401
H -2.521 1.352 0.289
H -1.860 0.198 1.462
H -3.228 -0.273 0.448
H 2.996 1.163 0.718
H 1.300 1.645 0.685
H 1.869 0.566 1.961

Just the Löwdin charges please, in e? Sure, here they are: atom 1 (C): -0.41, atom 2 (C): -0.04, atom 3 (C): -0.08, atom 4 (C): -0.20, atom 5 (C): -0.34, atom 6 (N): 0.06, atom 7 (N): 0.13, atom 8 (N): 0.06, atom 9 (H): 0.10, atom 10 (H): 0.09, atom 11 (H): 0.07, atom 12 (H): 0.05, atom 13 (H): 0.05, atom 14 (H): 0.08, atom 15 (H): 0.07, atom 16 (H): 0.08, atom 17 (H): 0.08, atom 18 (H): 0.07, atom 19 (H): 0.07

---

Entry 3:
DFT (the ωB97M-V functional and the def2-TZVPD basis) results for a cluster of 2 separate species, C2H2N2O3 in total.

relative energy (zero: lowest compared OMol25 entry of this formula, charge and spin)	7.434	eV
gap between HOMO and LUMO (spin up / spin down)	10.118 / 5.019	eV
HOMO level (spin up / spin down)	-0.429 / -0.348	Ha

Geometry (Å):
C -1.409 -0.960 1.643
C 0.565 1.116 -0.389
N -1.402 -1.114 2.774
N -0.145 0.018 -0.890
O -1.237 0.062 -1.424
O 0.541 -1.159 -0.864
O 1.687 0.964 0.034
H -0.005 2.045 -0.457
H 1.403 -0.972 -0.427

Just the Löwdin charges please, in e? Sure, here they are: atom 1 (C): 0.00, atom 2 (C): -0.22, atom 3 (N): 0.03, atom 4 (N): -0.32, atom 5 (O): 0.07, atom 6 (O): 0.08, atom 7 (O): 0.08, atom 8 (H): 0.15, atom 9 (H): 0.12

---

Entry 4:
DFT (the ωB97M-V functional and the def2-TZVPD basis) results for a cluster of 4 separate species, C19H19ClF24O6S in total.

structure (SMILES)	FC(F)C(F)(F)COC(F)(F)C(F)F.FC(F)C(F)(F)COC(F)(F)C(F)F.FC(F)C(F)(F)COC(F)(F)C(F)F.O=S1(=O)OCCC[C@H]1Cl
gap between HOMO and LUMO	11.527	eV
HOMO level	-0.412	Ha

Geometry (Å):
O -1.234 -0.651 4.575
S -2.104 -0.569 3.481
O -1.908 -1.582 2.523
O -3.564 -0.568 4.106
C -4.537 0.089 3.301
C -4.226 1.558 3.020
C -2.853 1.991 3.507
C -1.872 1.108 2.780
Cl -0.212 1.616 2.948
H -5.440 0.053 3.868
H -4.748 -0.438 2.392
H -5.000 2.215 3.352
H -4.197 1.659 1.949
H -2.667 3.027 3.335
H -2.764 1.717 4.540
H -2.112 1.050 1.744
C 0.854 0.278 -0.805
C 1.886 -0.559 -1.578
C 1.653 -0.766 -3.074
F 0.487 -1.406 -3.320
F 2.651 -1.529 -3.577
F 2.031 -1.748 -0.955
F 3.071 0.096 -1.469
O -0.135 -0.434 -0.074
C -1.285 -0.848 -0.667
C -1.405 -2.369 -0.691
F -0.363 -2.919 -1.347
F -2.541 -2.713 -1.343
F -1.428 -0.295 -1.893
F -2.297 -0.375 0.093
H 1.426 0.786 -0.031
H 0.415 1.072 -1.416
H 1.653 0.192 -3.600
H -1.433 -2.760 0.327
C 2.848 -3.217 4.459
C 3.128 -4.697 4.770
C 4.588 -5.154 4.774
F 5.172 -4.981 3.571
F 4.635 -6.477 5.064
F 2.400 -5.472 3.941
F 2.662 -4.919 6.031
O 2.472 -2.885 3.139
C 3.417 -2.659 2.178
C 3.334 -3.699 1.060
F 3.491 -4.947 1.547
F 4.319 -3.482 0.161
F 4.651 -2.581 2.710
F 3.149 -1.453 1.639
H 1.969 -2.964 5.048
H 3.643 -2.568 4.826
H 5.161 -4.613 5.533
H 2.369 -3.641 0.555
C -0.597 3.317 -5.929
C 0.260 3.199 -4.658
C -0.430 2.702 -3.388
F -1.425 3.515 -2.999
F 0.485 2.666 -2.369
F 0.876 4.372 -4.423
F 1.238 2.287 -4.935
O -1.103 4.594 -6.256
C -2.277 5.036 -5.707
C -2.054 6.259 -4.819
F -1.181 5.981 -3.832
F -3.226 6.617 -4.253
F -2.915 4.048 -5.058
F -3.071 5.414 -6.726
H 0.079 3.088 -6.749
H -1.373 2.554 -5.969
H -0.830 1.692 -3.525
H -1.666 7.092 -5.408

Just the Löwdin charges please, in e? Sure, here they are: atom 1 (O): -0.27, atom 2 (S): 0.56, atom 3 (O): -0.24, atom 4 (O): -0.19, atom 5 (C): -0.19, atom 6 (C): -0.15, atom 7 (C): -0.22, atom 8 (C): -0.75, atom 9 (Cl): 0.73, atom 10 (H): 0.12, atom 11 (H): 0.12, atom 12 (H): 0.11, atom 13 (H): 0.11, atom 14 (H): 0.12, atom 15 (H): 0.12, atom 16 (H): 0.06, atom 17 (C): -0.03, atom 18 (C): -0.43, atom 19 (C): -0.29, atom 20 (F): 0.09, atom 21 (F): 0.10, atom 22 (F): 0.12, atom 23 (F): 0.12, atom 24 (O): 0.04, atom 25 (C): -0.54, atom 26 (C): -0.28, atom 27 (F): 0.10, atom 28 (F): 0.10, atom 29 (F): 0.14, atom 30 (F): 0.12, atom 31 (H): 0.15, atom 32 (H): 0.11, atom 33 (H): 0.15, atom 34 (H): 0.16, atom 35 (C): -0.04, atom 36 (C): -0.44, atom 37 (C): -0.30, atom 38 (F): 0.10, atom 39 (F): 0.09, atom 40 (F): 0.13, atom 41 (F): 0.10, atom 42 (O): 0.06, atom 43 (C): -0.55, atom 44 (C): -0.29, atom 45 (F): 0.10, atom 46 (F): 0.10, atom 47 (F): 0.15, atom 48 (F): 0.15, atom 49 (H): 0.15, atom 50 (H): 0.15, atom 51 (H): 0.17, atom 52 (H): 0.16, atom 53 (C): -0.04, atom 54 (C): -0.44, atom 55 (C): -0.29, atom 56 (F): 0.11, atom 57 (F): 0.06, atom 58 (F): 0.14, atom 59 (F): 0.10, atom 60 (O): 0.05, atom 61 (C): -0.55, atom 62 (C): -0.28, atom 63 (F): 0.10, atom 64 (F): 0.10, atom 65 (F): 0.15, atom 66 (F): 0.15, atom 67 (H): 0.15, atom 68 (H): 0.15, atom 69 (H): 0.17, atom 70 (H): 0.18